Entry 1:
{"formula": "C26H38BEuI2N12O3", "method": "ωB97M-V with the def2-TZVPD basis set", "homo_ev": [-13.6, -13.6], "gap_ev": [7.08, 7.49], "total_charge": 2, "s2": 12.010, "multiplicity": 7, "e_lumo_ev": [-6.55, -6.14], "symbols": ["Eu", "I", "I", "O", "O", "O", "N", "N", "N", "N", "N", "N", "N", "N", "N", "N", "N", "N", "C", "C", "C", "C", "C", "C", "C", "C", "C", "C", "C", "C", "C", "C", "C", "C", "C", "C", "C", "C", "C", "C", "C", "C", "C", "C", "B", "H", "H", "H", "H", "H", "H", "H", "H", "H", "H", "H", "H", "H", "H", "H", "H", "H", "H", "H", "H", "H", "H", "H", "H", "H", "H", "H", "H", "H", "H", "H", "H", "H", "H", "H", "H", "H", "H"], "coordinates": [[-0.34, 0.32, 0.06], [3.14, -2.62, -3.27], [4.96, -4.19, -4.39], [-5.35, -3.54, -0.96], [1.27, -1.46, 0.33], [-4.41, 0.73, -0.87], [-1.11, -1.10, 1.91], [-1.57, 1.79, 2.82], [0.84, 1.21, 3.14], [-1.28, -1.56, -1.39], [1.13, 1.28, 1.81], [-1.77, 1.72, 1.48], [-5.65, -1.30, -1.16], [-1.60, 1.36, -1.99], [1.59, 0.61, -1.64], [-0.85, 0.92, 5.06], [0.16, 0.78, 5.96], [-0.90, -0.66, 3.17], [-0.45, 0.68, 7.13], [-2.72, 3.60, 2.26], [1.47, 1.38, -2.91], [2.90, 2.02, 2.98], [-1.28, 2.77, -2.35], [-0.90, -1.71, 4.02], [-2.47, 2.81, 1.15], [-4.93, -2.46, -1.28], [1.91, -2.26, 1.02], [-5.29, -0.03, -1.71], [-0.91, -2.10, -2.55], [-3.52, -2.31, -1.81], [-1.12, -2.86, 3.29], [0.06, 3.23, -1.79], [2.37, 1.78, 1.72], [-2.57, -1.68, -1.03], [-2.07, 0.89, 5.68], [2.53, -1.81, 2.30], [-3.11, -2.89, -3.00], [-1.78, -2.78, -3.38], [2.02, -3.68, 0.61], [-1.85, 0.75, 7.01], [-1.24, -2.43, 1.98], [1.89, 1.65, 3.85], [-2.12, 2.92, 3.30], [1.28, 2.86, -2.64], [-0.61, 0.82, 3.58], [3.86, 2.43, 3.23], [1.19, 3.37, -3.61], [1.85, 1.66, 4.93], [-4.74, -0.16, -2.64], [-1.42, -3.01, 1.09], [-2.07, 3.41, -1.96], [-1.47, 0.76, -2.80], [1.46, -4.29, 1.34], [1.85, -0.35, -1.87], [-0.75, -1.57, 5.08], [-3.26, 4.54, 2.31], [-2.05, 3.18, 4.34], [2.41, 0.96, -1.15], [0.14, 0.58, 8.03], [2.18, 3.26, -2.17], [0.63, 0.96, -3.48], [-1.28, 2.89, -3.43], [2.36, 1.24, -3.52], [-2.85, -1.27, -0.06], [-2.99, 0.94, 5.12], [-6.20, 0.52, -1.92], [-2.59, 1.29, -1.76], [-1.42, -3.22, -4.30], [-1.21, -3.87, 3.67], [-4.90, 1.06, -0.11], [3.27, -2.52, 2.66], [-2.78, 2.97, 0.12], [-3.83, -3.43, -3.61], [1.61, -3.85, -0.39], [0.05, 4.31, -1.67], [0.17, 2.84, -0.77], [2.83, 1.94, 0.76], [-6.57, -1.42, -0.77], [1.74, -1.73, 3.05], [0.14, -2.01, -2.82], [2.97, -0.82, 2.18], [-2.59, 0.68, 7.80], [3.06, -4.01, 0.66]]}

***

Entry 2:
{"formula": "C26H38ClCoN2O4S3SiTe", "method": "ωB97M-V with the def2-TZVPD basis set", "homo_ev": [-1.9, -5.5], "gap_ev": [4.21, 5.94], "total_charge": -1, "s2": 8.787, "multiplicity": 6, "e_lumo_ev": [2.27, 0.47], "symbols": ["Te", "Co", "Cl", "S", "S", "S", "Si", "O", "O", "O", "O", "N", "N", "C", "C", "C", "C", "C", "C", "C", "C", "C", "C", "C", "C", "C", "C", "C", "C", "C", "C", "C", "C", "C", "C", "C", "C", "C", "C", "H", "H", "H", "H", "H", "H", "H", "H", "H", "H", "H", "H", "H", "H", "H", "H", "H", "H", "H", "H", "H", "H", "H", "H", "H", "H", "H", "H", "H", "H", "H", "H", "H", "H", "H", "H", "H", "H"], "coordinates": [[1.46, 2.31, -4.32], [2.32, -0.16, -0.71], [2.47, 5.59, -0.57], [0.72, 5.51, -4.08], [0.12, -0.61, -0.96], [3.69, -1.81, 0.22], [-1.24, -0.79, 0.59], [2.98, -0.90, -2.48], [-1.80, -2.35, 0.81], [-1.01, -0.27, 2.16], [-2.55, 0.06, 0.00], [3.05, 1.63, -0.11], [3.50, -2.17, -2.41], [-0.88, 2.09, 1.49], [-0.86, 6.17, -3.90], [4.74, 2.85, 1.23], [4.21, -4.10, -1.25], [-1.15, 1.36, 3.83], [-4.47, 1.19, -0.61], [-1.79, 5.16, -3.76], [1.06, 0.90, 2.59], [-1.23, 3.85, -3.81], [0.17, -3.25, 1.87], [2.56, 2.86, -0.47], [-1.33, -3.40, 1.63], [3.78, -2.75, -1.21], [3.06, 4.02, 0.03], [0.15, 3.89, -3.92], [-3.95, -0.13, -0.10], [-1.57, -4.74, 0.83], [-4.26, -1.23, -1.10], [4.11, 4.07, 0.92], [4.27, 1.69, 0.66], [-0.47, 1.06, 2.51], [-2.05, -3.34, 2.95], [-4.51, -0.53, 1.28], [4.44, -4.75, -2.47], [4.14, -4.07, -3.62], [3.65, -2.80, -3.56], [-1.77, 2.93, -3.76], [1.51, 1.81, 2.99], [-0.85, -4.79, 0.00], [0.43, -2.36, 2.45], [-2.22, 1.41, 3.71], [-3.94, -2.16, -0.73], [1.40, 0.84, 1.58], [-5.58, -0.81, 1.25], [-5.57, 1.29, -0.73], [-1.51, -3.82, 3.81], [-2.61, -4.74, 0.48], [1.73, 2.92, -1.12], [-5.37, -1.32, -1.26], [0.63, -4.09, 2.39], [-0.80, 2.31, 4.17], [1.20, -0.04, 3.16], [-0.88, 0.67, 4.59], [4.27, -4.47, -4.61], [-2.03, -2.32, 3.29], [0.73, -3.20, 0.86], [-0.47, 1.86, 0.53], [-0.53, 3.09, 1.67], [4.39, -4.58, -0.30], [-3.82, -0.95, -2.08], [-3.07, -3.68, 2.94], [3.47, -2.21, -4.47], [-4.20, 2.06, 0.05], [-3.97, 1.33, -1.58], [4.78, 0.71, 0.84], [-4.39, 0.36, 1.96], [-1.91, 2.16, 1.42], [-3.98, -1.38, 1.73], [4.41, 5.05, 1.43], [-1.48, -5.58, 1.47], [4.84, -5.80, -2.47], [-2.85, 5.36, -3.75], [5.63, 2.82, 1.87], [-1.13, 7.22, -3.93]]}

***

Entry 3:
{"formula": "C26H38LaN9O6P", "method": "ωB97M-V with the def2-TZVPD basis set", "homo_ev": -10.7, "gap_ev": 7.36, "total_charge": 1, "e_lumo_ev": -3.35, "symbols": ["La", "P", "O", "O", "O", "O", "O", "O", "N", "N", "N", "N", "N", "N", "N", "N", "N", "C", "C", "C", "C", "C", "C", "C", "C", "C", "C", "C", "C", "C", "C", "C", "C", "C", "C", "C", "C", "C", "C", "C", "C", "C", "C", "H", "H", "H", "H", "H", "H", "H", "H", "H", "H", "H", "H", "H", "H", "H", "H", "H", "H", "H", "H", "H", "H", "H", "H", "H", "H", "H", "H", "H", "H", "H", "H", "H", "H", "H", "H", "H", "H"], "coordinates": [[0.49, -0.09, -0.12], [3.42, -0.35, -1.83], [0.72, -4.20, -0.27], [-0.56, 1.21, -1.42], [-1.97, -0.40, 0.56], [1.36, -2.07, -0.21], [2.17, 0.44, -1.64], [-1.48, 1.66, -3.39], [-0.56, -2.38, 1.97], [-0.46, -4.69, 2.36], [4.19, -0.63, -0.37], [1.01, 2.20, 0.86], [0.76, -1.00, 3.32], [4.44, 0.56, -2.82], [-0.82, -1.48, -1.84], [3.13, -1.75, -2.70], [0.74, 0.04, 2.48], [-0.75, -0.59, -3.00], [1.09, 3.66, 2.77], [-2.22, -1.75, -1.47], [-0.08, -2.75, -2.01], [2.96, -1.49, -4.12], [0.95, 2.39, 2.20], [-0.97, 0.91, -2.59], [0.59, -3.26, 3.95], [0.76, 1.21, 3.02], [1.18, -3.08, 5.20], [1.37, 4.55, 0.58], [4.91, -1.79, 0.10], [-2.79, -0.64, -0.58], [0.29, -2.16, 3.04], [4.35, 2.01, -2.84], [1.39, -4.16, 6.03], [0.50, -5.65, 4.36], [3.89, 0.33, 0.68], [0.74, -3.06, -0.72], [1.21, 3.26, 0.08], [1.32, 4.75, 1.95], [3.59, -3.10, -2.42], [-0.87, -3.61, 1.68], [0.23, -4.55, 3.54], [5.77, 0.05, -3.08], [1.07, -5.44, 5.60], [-2.00, -1.19, 1.14], [4.65, -3.25, -2.66], [-2.85, -1.84, -2.36], [5.70, -1.45, 0.78], [3.40, -3.34, -1.38], [0.24, -6.64, 4.03], [1.43, -2.07, 5.50], [-2.26, -2.69, -0.91], [-0.61, -5.61, 1.98], [5.75, -1.03, -3.04], [3.22, -0.10, 1.45], [6.08, 0.36, -4.08], [-1.54, -3.80, 0.85], [2.58, -0.47, -4.25], [1.44, 5.74, 2.37], [4.57, 2.36, -3.85], [-3.81, -0.91, -0.26], [3.01, -3.79, -3.03], [-2.83, 0.31, -1.12], [1.04, 3.76, 3.84], [5.05, 2.48, -2.15], [3.90, -1.58, -4.68], [4.26, -2.48, 0.65], [4.82, 0.63, 1.17], [3.33, 2.30, -2.59], [-1.49, -0.85, -3.78], [0.25, -0.62, -3.43], [5.39, -2.31, -0.72], [1.21, 3.06, -0.98], [3.43, 1.22, 0.24], [6.50, 0.42, -2.35], [0.68, 1.34, 4.10], [1.79, -4.01, 7.02], [1.53, 5.37, -0.10], [-0.74, -3.60, -2.24], [0.64, -2.65, -2.82], [2.24, -2.20, -4.55], [1.23, -6.28, 6.26]]}

***

Entry 4:
{"formula": "C26H38N2O6S2", "method": "ωB97M-V with the def2-TZVPD basis set", "smiles": "CCOC(=O)c1sc2sc(C(=O)OCC)c(CN3C[C@@H](C)O[C@@H](C)C3)c2c1CN1C[C@@H](C)O[C@@H](C)C1", "homo_ev": -8.1, "gap_ev": 8.27, "total_charge": 0, "e_lumo_ev": 0.15, "symbols": ["S", "S", "O", "O", "O", "O", "O", "O", "N", "N", "C", "C", "C", "C", "C", "C", "C", "C", "C", "C", "C", "C", "C", "C", "C", "C", "C", "C", "C", "C", "C", "C", "C", "C", "C", "C", "H", "H", "H", "H", "H", "H", "H", "H", "H", "H", "H", "H", "H", "H", "H", "H", "H", "H", "H", "H", "H", "H", "H", "H", "H", "H", "H", "H", "H", "H", "H", "H", "H", "H", "H", "H", "H", "H"], "coordinates": [[-2.11, -3.70, 0.16], [0.84, -4.13, -0.77], [3.72, -1.72, -1.82], [3.85, 1.41, 2.37], [-3.62, 2.64, -1.85], [-4.39, -0.65, 0.99], [-4.59, -2.89, 0.90], [3.57, -3.94, -1.55], [2.54, 0.09, 0.24], [-1.40, 1.04, -0.99], [4.44, 1.36, 1.09], [-6.07, -2.73, 2.83], [1.72, -2.63, -1.00], [2.46, 0.41, 4.02], [-3.91, -1.74, 0.79], [5.31, 2.60, 0.92], [-1.42, 2.49, -0.86], [1.56, -0.12, -0.81], [3.36, 1.26, 0.00], [-1.64, 0.34, 0.27], [5.08, -1.86, -2.26], [-2.82, 4.59, -0.75], [-2.84, 3.07, -0.75], [-2.53, -2.01, 0.38], [-4.57, 0.88, -3.13], [6.04, -1.98, -1.08], [-3.70, 1.23, -1.93], [-5.95, -2.80, 1.31], [-2.29, 0.64, -2.07], [0.99, -1.50, -0.72], [1.94, 0.18, 1.56], [3.04, 0.28, 2.62], [-0.33, -1.83, -0.30], [-1.50, -1.14, 0.11], [3.09, -2.84, -1.47], [-0.53, -3.22, -0.30], [2.08, -0.03, -1.77], [-5.55, 1.34, -3.02], [5.83, -2.89, -0.53], [-4.17, 0.84, -1.01], [-6.40, -1.92, 0.85], [-7.12, -2.74, 3.11], [-3.84, 4.97, -0.70], [3.66, -0.63, 2.54], [-2.34, -0.45, -2.11], [5.81, 2.57, -0.04], [-2.62, 0.56, 0.71], [1.29, 1.07, 1.64], [-2.26, 4.96, 0.10], [-1.85, 1.00, -3.00], [1.34, -0.72, 1.73], [5.15, -2.75, -2.90], [-4.11, 1.26, -4.04], [5.06, 0.45, 1.03], [6.04, 2.64, 1.72], [1.84, 1.30, 4.08], [-2.37, 4.95, -1.67], [-0.95, 2.90, -1.76], [0.74, 0.61, -0.79], [-3.31, 2.70, 0.18], [-5.61, -1.82, 3.19], [2.76, 2.19, 0.01], [7.06, -2.01, -1.45], [5.92, -1.12, -0.42], [3.84, 1.16, -0.97], [-0.83, 2.78, 0.01], [1.86, -0.47, 4.26], [3.27, 0.50, 4.74], [4.69, 3.49, 0.98], [-0.87, 0.69, 0.98], [-4.69, -0.20, -3.21], [-5.58, -3.59, 3.28], [-6.42, -3.71, 0.92], [5.28, -0.96, -2.85]]}

***

Entry 5:
{"formula": "C26H39Br2F8N4O3S", "method": "ωB97M-V with the def2-TZVPD basis set", "homo_ev": -11.2, "gap_ev": 6.91, "total_charge": 1, "e_lumo_ev": -4.25, "symbols": ["Br", "Br", "S", "F", "F", "F", "F", "F", "F", "F", "F", "O", "O", "O", "N", "N", "N", "N", "C", "C", "C", "C", "C", "C", "C", "C", "C", "C", "C", "C", "C", "C", "C", "C", "C", "C", "C", "C", "C", "C", "C", "C", "C", "C", "H", "H", "H", "H", "H", "H", "H", "H", "H", "H", "H", "H", "H", "H", "H", "H", "H", "H", "H", "H", "H", "H", "H", "H", "H", "H", "H", "H", "H", "H", "H", "H", "H", "H", "H", "H", "H", "H", "H"], "coordinates": [[-0.57, 1.30, 2.04], [0.10, -6.41, 2.38], [-2.32, -0.08, 0.02], [7.05, -0.35, -6.55], [5.80, 2.83, -5.74], [2.39, 0.05, -6.21], [4.98, 1.07, -7.14], [4.08, -1.22, -5.10], [4.70, 1.10, -3.29], [7.91, 1.39, -5.13], [3.28, 2.48, -4.77], [1.05, 0.54, -3.50], [2.42, -0.74, 0.41], [-5.35, 1.72, 2.19], [0.28, -2.00, 5.73], [-1.16, -0.17, 5.04], [-2.05, -2.43, 5.16], [-0.42, -1.94, 0.77], [-3.42, 0.06, 2.57], [-3.62, 2.46, 3.86], [-0.84, -1.61, 4.74], [0.46, 0.44, -2.15], [5.39, 1.38, -5.73], [-1.01, 6.35, -2.82], [-1.73, 5.28, -2.29], [3.17, -0.03, -4.95], [-0.22, 3.72, -3.35], [0.80, -2.80, 0.57], [-0.26, -1.92, 3.25], [-2.08, -4.40, 1.57], [2.23, -2.09, 0.95], [0.51, 4.79, -3.87], [2.18, -0.38, -3.69], [-1.32, -1.78, 2.02], [-2.56, -2.86, 1.88], [-0.80, -1.19, -0.31], [-1.93, -0.22, 1.89], [0.11, 6.10, -3.61], [6.72, 0.51, -5.36], [-1.47, -5.20, 2.87], [4.15, 1.26, -4.66], [-1.34, 3.97, -2.56], [-3.88, 1.64, 2.43], [-0.23, -1.04, -1.84], [-3.37, 2.16, 1.51], [1.20, 0.80, -1.31], [-3.33, -2.59, 1.01], [-0.45, 1.21, -2.14], [2.42, -2.01, 2.12], [0.91, -3.27, -0.50], [-1.41, -4.50, 0.59], [1.08, -1.34, 5.54], [-5.52, 2.72, 2.18], [0.65, -1.16, 3.08], [-2.92, 3.39, 3.71], [2.76, -0.56, -2.66], [-2.10, -2.31, 6.21], [3.11, -2.78, 0.55], [0.70, -3.74, 1.31], [-0.03, -1.76, 6.70], [1.39, 4.60, -4.48], [-1.19, -1.07, -2.55], [-3.09, -4.99, 1.29], [-1.20, -4.52, 3.79], [1.69, -1.44, -3.94], [-0.41, 0.32, 5.59], [-1.91, 3.13, -2.16], [1.71, -0.10, 0.74], [-1.32, 7.37, -2.61], [-2.30, -5.96, 3.26], [0.09, 2.70, -3.56], [-4.24, -0.63, 2.07], [0.27, -2.99, 3.31], [-4.63, 2.85, 4.35], [-3.24, -2.92, 2.86], [-3.45, -0.19, 3.72], [0.44, -1.94, -2.17], [-3.10, 1.78, 4.68], [-2.61, 5.47, -1.67], [-2.11, -0.04, 5.46], [-2.95, -2.01, 4.82], [0.68, 6.94, -4.02], [6.60, -0.20, -4.43]]}

***

Entry 6:
{"formula": "C26H39N2O4P2Pt", "method": "ωB97M-V with the def2-TZVPD basis set", "homo_ev": [-7.4, -11.2], "gap_ev": [5.54, 5.47], "total_charge": 1, "s2": 6.033, "multiplicity": 5, "e_lumo_ev": [-1.90, -5.76], "symbols": ["Pt", "P", "P", "O", "O", "O", "O", "N", "N", "C", "C", "C", "C", "C", "C", "C", "C", "C", "C", "C", "C", "C", "C", "C", "C", "C", "C", "C", "C", "C", "C", "C", "C", "C", "C", "H", "H", "H", "H", "H", "H", "H", "H", "H", "H", "H", "H", "H", "H", "H", "H", "H", "H", "H", "H", "H", "H", "H", "H", "H", "H", "H", "H", "H", "H", "H", "H", "H", "H", "H", "H", "H", "H", "H"], "coordinates": [[0.62, 0.48, -1.14], [2.82, -0.17, -1.14], [-1.43, 1.29, -1.72], [0.09, -0.53, 0.56], [-1.15, -1.97, -0.71], [4.26, 3.15, 0.36], [2.15, 2.28, 1.85], [-0.32, -1.62, 3.47], [1.25, 1.53, -2.92], [-0.11, -2.81, 2.71], [2.58, 1.77, -3.12], [-1.12, 1.61, -3.54], [-1.31, -0.63, 3.19], [-4.95, -0.04, 2.02], [-3.12, 1.48, 2.75], [0.42, -5.19, 2.73], [0.27, -3.98, 3.40], [3.55, 1.26, -2.09], [-3.14, -2.35, 2.57], [0.32, 2.00, -3.79], [3.83, -0.30, 0.39], [2.06, 3.02, -5.13], [-0.57, -1.69, 0.43], [0.20, -5.26, 1.36], [3.27, -1.67, -2.10], [-0.95, 0.70, 3.46], [-2.01, 2.91, -1.06], [-0.29, -2.86, 1.31], [-0.15, -4.11, 0.66], [3.00, 2.51, -4.24], [-2.93, 0.24, -1.69], [-2.64, -0.92, 2.73], [0.70, 2.77, -4.90], [-3.54, 0.16, 2.51], [-1.84, 1.74, 3.23], [-2.66, -2.89, 1.74], [4.53, 1.03, -2.55], [2.86, -2.56, -1.58], [3.60, 2.82, 1.03], [4.07, 2.69, -4.39], [-0.07, 3.15, -5.58], [-0.28, -4.20, -0.41], [-1.82, 2.33, -3.99], [-3.80, 0.72, -2.17], [-1.54, 2.76, 3.43], [3.48, -1.19, 0.94], [-5.49, 0.92, 1.88], [0.21, -0.91, -1.98], [-3.79, 2.31, 2.58], [0.71, -6.08, 3.27], [1.95, 1.52, 2.42], [4.37, -1.78, -2.20], [3.63, 0.60, 1.00], [-1.29, 0.62, -4.01], [3.90, 4.02, 0.12], [-4.22, -2.43, 2.33], [0.29, -1.47, 4.28], [1.62, 2.08, 1.02], [-4.94, -0.56, 1.03], [0.03, 0.92, 3.84], [4.91, -0.39, 0.17], [-3.16, 0.02, -0.63], [-2.21, 2.79, 0.02], [0.43, -3.95, 4.47], [2.37, 3.61, -6.00], [-5.53, -0.65, 2.75], [3.72, 2.04, -1.31], [-1.19, 3.64, -1.17], [2.81, -1.60, -3.09], [0.96, 1.89, -0.26], [-2.92, 3.27, -1.57], [0.32, -6.20, 0.83], [-2.69, -0.72, -2.18], [-2.99, -2.91, 3.51]]}

***

> What is the formula in the third record?

C26H38LaN9O6P